{
  "formula": "H4O2",
  "method": "ωB97M-V/def2-TZVPD",
  "molar_mass_g_mol": 36.030,
  "e_lumo_ev": 0.95,
  "homo_energy_ev": -11.6,
  "de_lowest_kcal_mol": 1.4,
  "smiles": "O.O",
  "symbols": ["H", "H", "O", "H", "H", "O"],
  "coordinates": [[0.377, 0.153, -0.767], [1.697, 0.819, -1.099], [1.159, 0.530, -0.351], [-1.456, 0.166, 0.631], [-0.515, -0.909, 1.100], [-1.262, -0.759, 0.486]]
}


{
  "formula": "C13H52O13",
  "method": "ωB97M-V/def2-TZVPD",
  "molar_mass_g_mol": 416.546,
  "e_lumo_ev": 0.10,
  "homo_energy_ev": -10.1,
  "de_lowest_kcal_mol": 129.3,
  "symbols": ["C", "O", "H", "H", "H", "H", "C", "O", "H", "H", "H", "H", "C", "O", "H", "H", "H", "H", "C", "O", "H", "H", "H", "H", "C", "O", "H", "H", "H", "H", "C", "O", "H", "H", "H", "H", "C", "O", "H", "H", "H", "H", "C", "O", "H", "H", "H", "H", "C", "O", "H", "H", "H", "H", "C", "O", "H", "H", "H", "H", "C", "O", "H", "H", "H", "H", "C", "O", "H", "H", "H", "H", "C", "O", "H", "H", "H", "H"],
  "coordinates": [[-4.564, 1.431, 6.377], [-4.157, 0.240, 5.676], [-4.866, 2.339, 5.854], [-5.489, 1.068, 6.824], [-3.919, 1.787, 7.179], [-4.807, 0.319, 4.975], [-3.795, -6.067, 5.596], [-2.708, -5.114, 5.834], [-3.465, -7.040, 5.961], [-4.676, -5.798, 6.180], [-4.099, -6.130, 4.551], [-3.029, -4.210, 5.785], [-6.624, 1.254, 0.421], [-7.169, 0.501, 1.520], [-7.419, 1.938, 0.123], [-5.805, 1.877, 0.781], [-6.236, 0.693, -0.429], [-7.969, 0.076, 1.203], [5.734, 4.383, -0.462], [7.095, 4.115, -0.266], [5.453, 4.137, -1.487], [5.172, 3.748, 0.223], [5.484, 5.430, -0.291], [7.599, 4.599, -0.925], [-4.156, 2.887, -6.119], [-5.256, 3.812, -6.362], [-4.430, 1.866, -5.852], [-3.605, 2.757, -7.050], [-3.360, 3.367, -5.550], [-5.872, 3.436, -6.995], [5.864, -1.939, -1.632], [7.236, -1.919, -2.152], [5.833, -2.174, -0.568], [5.436, -0.946, -1.778], [5.309, -2.683, -2.203], [7.855, -1.678, -1.458], [0.312, -8.443, 0.294], [0.982, -9.602, -0.068], [0.694, -7.471, -0.019], [-0.747, -8.520, 0.049], [0.581, -8.490, 1.349], [0.318, -10.237, -0.348], [6.493, 0.987, 4.540], [7.060, 2.237, 4.528], [7.004, 0.256, 3.914], [6.416, 0.633, 5.568], [5.458, 1.131, 4.227], [7.171, 2.461, 3.601], [-0.626, 6.612, -1.440], [-1.488, 5.819, -0.635], [-0.455, 6.107, -2.391], [-1.088, 7.579, -1.636], [0.284, 6.896, -0.911], [-1.273, 4.892, -0.759], [-1.714, -4.855, -4.995], [-2.376, -3.858, -4.151], [-1.809, -4.446, -6.001], [-0.639, -4.821, -4.818], [-2.124, -5.860, -4.896], [-3.024, -4.407, -3.703], [-0.402, -0.342, 0.215], [-0.715, 0.395, -1.003], [0.651, -0.169, 0.436], [-0.940, -0.119, 1.137], [-0.646, -1.386, 0.015], [-0.757, -0.310, -1.653], [1.655, -0.137, -8.721], [1.584, 0.949, -9.566], [2.479, -0.031, -8.015], [0.751, -0.310, -8.138], [1.877, -1.007, -9.338], [2.399, 1.161, -10.025], [1.393, 3.801, 6.724], [1.846, 5.067, 6.528], [0.838, 3.715, 7.658], [0.906, 3.597, 5.770], [2.287, 3.180, 6.792], [2.794, 4.984, 6.404]]
}